No. 1
Below is C38H57IN4O2PS4 as an isolated structure at a distorted geometry, with properties calculated with ωB97M-V/def2-TZVPD.

Structure (XYZ):
```
107
Properties=species:S:1:pos:R:3:forces:R:3:lowdin_charge:R:1
C 2.3370 -4.3828 -1.1457 0.5 0.0 0.8 -0.699
H -6.5160 -0.7228 0.3171 -0.2 0.1 0.3 0.101
H 0.1153 5.0937 1.5744 0.3 0.1 0.0 0.086
H -1.4776 3.6130 1.0492 0.1 -0.3 -0.2 0.100
H -0.8652 1.0832 -1.4065 0.2 -0.1 -0.1 0.059
H 3.6776 2.7674 -0.5409 0.2 -0.2 -0.1 0.089
H -2.5150 3.6415 -4.5988 0.0 0.0 0.0 0.100
C -1.5137 5.5305 -1.9748 0.0 0.0 0.0 -0.094
N -1.1521 5.6153 3.1940 0.2 -0.4 0.2 0.000
H -3.1108 -2.6534 0.3530 0.1 0.0 -0.2 0.078
C 0.1862 -9.9044 -1.3402 0.0 0.0 0.0 -0.108
H -0.5973 6.4061 3.4892 -0.1 0.2 -0.1 0.059
C -1.1359 1.3832 -0.3962 -0.3 -0.7 -0.2 -0.322
C -5.6442 -1.9783 -1.1838 -0.1 0.1 0.0 -0.077
N 4.3601 -4.9016 -1.6561 -0.5 0.1 -0.4 0.045
P 0.5073 1.2422 0.5867 0.1 1.5 -1.1 0.392
C -0.7069 6.4496 -4.0441 0.0 0.0 0.0 -0.102
C -2.1272 4.4996 -2.6725 0.0 0.0 0.0 -0.090
S 0.9561 -4.1071 -0.1350 -0.2 0.1 0.2 0.952
C -3.9015 -2.6753 1.1029 1.0 0.5 -0.3 -0.227
C 1.5012 -1.1235 -1.1397 0.6 0.0 -1.3 -0.325
H -2.6755 3.7364 -2.1348 0.0 0.0 0.0 0.096
H -4.5840 -1.9214 -1.4015 0.2 -0.1 0.0 0.064
C 3.6735 -4.7197 -2.7335 0.9 -0.3 0.9 -0.202
H -1.2490 5.3773 -5.8210 0.0 0.0 0.0 0.097
C -2.0347 4.4453 -4.0558 0.0 0.0 0.0 -0.093
H 7.2763 1.2588 1.9523 0.1 -0.1 -0.2 0.095
S -3.5960 0.4789 2.5423 0.0 0.4 0.2 0.910
C 1.1490 2.9224 -0.0969 0.3 0.0 0.5 -0.289
H 0.5466 4.3890 3.1179 0.0 0.0 0.3 0.105
C 3.6565 3.5899 0.1685 -0.3 -0.5 0.5 -0.167
I -0.1506 -1.0928 1.7357 -0.7 -1.3 0.3 0.660
C 2.2513 -8.0945 -0.9253 0.0 0.0 0.0 -0.082
O 2.3839 -4.3955 -2.4976 -0.3 0.1 -0.2 0.047
H 0.3068 -1.8916 -2.7882 0.3 0.0 -0.2 0.103
C -1.3239 5.4204 -4.7418 0.0 0.0 0.0 -0.102
C 2.2008 3.7370 0.6824 0.2 1.0 -0.8 -0.279
C -0.0985 -8.5661 -1.1051 0.0 0.0 0.0 -0.093
C 1.5041 -10.3391 -1.3637 0.0 0.0 0.0 -0.109
H -1.9351 2.9403 3.7138 0.0 0.0 0.2 0.088
C -0.1956 -3.1577 -1.1388 0.0 0.0 -1.0 -0.491
H -0.1484 7.2074 -4.5788 0.0 0.0 0.0 0.097
H 3.0574 -7.3904 -0.7631 0.0 0.0 0.0 0.089
H 7.2422 2.5971 4.0378 0.2 -0.2 0.0 0.089
H -1.4237 2.4221 -0.5487 0.1 0.2 0.3 0.042
H 2.1489 3.6773 1.7621 0.0 -0.5 0.2 0.058
H 1.9589 4.7830 0.4740 -0.2 0.1 0.2 0.091
H -4.4407 1.1316 0.4768 -0.2 -0.1 0.0 0.065
C -0.2294 2.0928 2.1603 0.3 0.4 -0.4 -0.336
H -0.6194 -10.6093 -1.5045 0.0 0.0 0.0 0.095
O -2.2345 3.2446 2.8543 0.0 -0.1 -0.5 -0.108
H 5.5879 4.3908 4.3289 0.1 0.0 0.2 0.092
H 1.7272 -11.3832 -1.5447 0.0 0.0 0.0 0.094
H 0.7058 -6.6107 -0.7186 0.0 -0.3 0.0 0.039
C 5.6261 2.3308 1.0679 0.2 0.3 0.5 -0.068
C -5.9269 -1.6306 0.2889 0.7 -0.1 -0.7 -0.275
H 4.0783 -4.8201 -3.7199 -0.4 0.1 -0.3 0.121
N -4.6502 -1.3878 0.9786 -0.9 -0.4 0.5 -0.220
H 3.5639 -9.7735 -1.1670 0.0 0.0 0.0 0.098
H 2.2293 -1.1821 -1.9621 0.2 -0.1 0.0 0.104
H -2.4349 -0.4479 -0.1528 0.4 -0.2 0.5 0.041
H 3.9355 4.4832 -0.3865 0.0 0.2 -0.1 0.112
H 0.2954 3.5743 -0.2686 -0.3 -0.1 0.1 0.048
H -1.1270 -8.2282 -1.0820 0.0 0.0 0.0 0.099
C 1.4093 0.3842 -0.9069 0.3 -0.9 0.2 -0.392
C -3.4423 1.2153 0.8906 0.4 -0.6 -0.6 -0.426
C 5.6205 3.8183 3.4148 -0.1 -0.2 -0.3 -0.092
S -6.0318 -0.9967 3.2625 -0.1 0.0 0.2 0.658
C -4.8146 -0.7163 2.2163 0.2 0.1 -0.3 -1.167
H 2.4404 0.7025 -0.8079 0.2 0.2 0.3 0.028
C 2.5357 -9.4344 -1.1538 0.0 0.0 0.0 -0.098
N 3.4819 -4.6687 -0.5955 -0.2 0.0 -0.7 0.035
S 2.4667 0.8885 1.7813 1.0 0.7 0.5 0.442
H -3.2518 2.2795 0.9658 0.0 0.1 0.6 0.060
H 3.9463 4.8664 2.5396 -0.1 0.1 0.2 0.108
H -4.5396 -3.5144 0.8334 -0.4 0.0 0.1 0.115
H -1.5869 5.5713 -0.8948 0.0 0.0 0.0 0.095
H -2.5833 -3.8234 2.2787 0.2 -0.1 0.0 0.075
H -0.3262 7.3104 -2.1162 0.0 0.0 0.0 0.099
H -3.0162 0.8425 -1.0667 0.0 0.0 -0.2 0.100
H -6.0034 -2.9676 -1.4455 0.0 -0.2 0.0 0.064
C -0.8045 6.5063 -2.6606 0.0 0.0 0.0 -0.095
C 6.5499 2.7969 3.2346 -0.3 0.4 0.2 -0.108
H -0.5811 -1.0997 -1.5480 -0.2 -0.1 0.1 0.075
H -6.1272 -1.2754 -1.8568 -0.1 0.1 -0.1 0.063
H 5.6260 1.7259 0.1760 -0.2 0.0 -0.2 0.106
C 6.5586 2.0575 2.0577 -0.1 0.3 0.3 -0.091
C -0.2957 4.6631 2.4921 -0.2 -0.3 -0.8 -0.232
H -0.5118 -3.7945 -1.9616 0.0 -0.2 -0.1 0.071
H -6.4623 -2.4578 0.7488 -0.3 0.1 0.3 0.090
H 1.1002 0.8141 -1.8638 -0.5 0.2 0.1 0.076
H -0.8205 1.3731 2.7085 -0.3 -0.3 -0.2 -0.008
C -1.0607 3.3780 2.0241 -0.4 0.6 1.6 -0.384
H 0.5962 2.3104 2.8274 0.3 0.0 0.0 0.030
H 2.5972 -0.4254 1.9500 -0.3 -0.1 -0.2 -0.252
H 2.0145 -1.6909 -0.3721 -0.4 0.1 0.6 0.052
C -2.4568 0.6341 -0.1416 -0.8 0.7 -0.6 -0.312
C 4.6817 3.3445 1.2473 0.1 -0.3 -0.4 -0.267
H -1.0763 -3.0390 -0.5211 0.1 0.0 0.5 0.014
C -3.2312 -2.9622 2.4337 -0.2 -0.6 -0.1 -0.140
C 0.9325 -7.6583 -0.8993 0.0 0.0 0.0 -0.087
C 4.6872 4.0902 2.4235 0.3 -0.4 -0.4 -0.053
H 1.5729 2.7838 -1.0863 -0.1 -0.2 -0.2 0.071
C 0.2422 -1.7927 -1.7089 -0.3 0.2 0.7 -0.255
H -2.5950 -2.1574 2.7733 0.0 0.2 0.1 -0.037
H -3.9572 -3.2658 3.1804 -0.1 0.2 0.3 0.061
H -1.8889 5.9197 2.5736 -0.1 0.2 0.1 0.064
```
Positions in Å, forces in eV/Å.

2S+1 ... 1
Energy ... -111114.6915 eV
HOMO ... -4.5 eV
Net charge ... -1

---

No. 2
Below is a 7-piece molecular cluster, C38H59FO15 overall at a distorted geometry, with properties calculated with ωB97M-V/def2-TZVPD.

Structure (XYZ):
```
113
Properties=species:S:1:pos:R:3:forces:R:3:lowdin_charge:R:1
C 9.4379 2.0644 3.5785 -0.2 0.2 0.0 -0.236
H -6.6717 2.4051 -4.4202 -0.1 0.0 0.1 0.073
C -4.1137 -2.2092 0.3294 -0.7 1.3 -0.2 -0.309
H 3.7365 -0.9110 -0.9509 0.2 -0.1 0.0 0.092
H -6.4039 0.9524 -5.3595 -0.1 -0.2 0.0 0.093
H -7.9324 1.1551 -4.4858 0.0 0.0 0.0 0.097
H 7.9343 3.5068 4.1220 0.0 0.0 0.0 0.082
C -1.4760 3.5012 -2.1256 0.1 -0.7 0.4 -0.080
C 0.3254 -2.5572 -0.5140 -0.2 -0.1 -0.2 -0.229
C -2.5959 -0.1097 0.1353 -0.1 0.0 0.1 -0.030
C -6.2792 0.5723 -3.2810 -0.2 -0.1 -0.2 -0.513
C -9.5268 -2.9049 3.4627 0.1 0.0 0.1 -0.063
C -6.2446 2.6141 -1.9333 -0.1 0.2 0.0 -0.240
C 8.9928 -4.8169 1.3206 -0.2 -0.1 -0.1 -0.059
C 8.5701 -3.4014 0.9778 0.0 -0.7 0.0 -0.242
H 7.3887 2.3292 2.9209 0.0 0.1 0.0 0.068
O 1.3986 -2.7653 0.4146 -0.1 0.1 0.3 0.015
C 4.1704 5.0725 -1.4782 0.0 0.1 -0.1 -0.063
C -1.8807 1.0090 2.1599 0.2 0.1 0.2 -0.002
F -3.3261 -3.1177 -0.3531 0.0 -0.3 0.1 0.003
O 3.4364 -2.3742 1.1213 -0.4 0.3 0.1 0.070
O 1.9767 6.0908 -1.8039 -0.2 0.0 0.2 -0.006
H 8.0101 -2.9260 1.7806 0.0 0.0 0.0 0.108
O -2.6004 -1.1130 -2.0459 0.0 -0.4 -0.1 0.131
H -3.3585 4.5524 -1.6204 -0.1 0.0 0.1 0.134
H -7.8029 -5.2832 3.6935 -0.1 0.1 0.1 0.071
C -7.6847 3.0357 -1.7281 -0.1 -0.1 0.0 -0.059
C -2.5457 -0.1248 -1.3596 0.0 0.2 -0.2 -0.313
H 3.3683 6.4013 -4.4432 0.0 0.0 0.0 0.096
C 7.9959 2.4620 3.8165 -0.1 -0.1 -0.1 -0.064
H 10.0099 2.1927 4.4958 0.0 -0.1 0.0 0.122
H -5.5067 -0.6432 -0.2344 -0.2 0.0 0.1 0.084
H 6.2380 -3.9150 1.8272 0.1 -0.1 0.0 0.077
H -0.5251 -3.4337 -2.2804 0.0 0.0 0.0 0.081
H -1.3582 1.8208 2.6473 0.1 0.0 -0.1 0.119
C 1.7496 6.5074 -3.0656 0.2 0.1 -0.2 -0.533
H 4.5472 5.3664 -2.4582 0.0 -0.1 0.0 0.067
O -0.2993 2.6278 0.4162 0.3 0.4 0.1 0.121
C -8.5627 -3.2605 2.3503 -0.3 0.0 0.1 -0.232
C -2.8398 4.0386 -2.4503 0.4 0.4 0.2 -0.266
H -3.7301 -1.7072 2.8967 -0.1 0.0 -0.1 0.093
H -7.1384 -4.5374 5.1610 0.0 0.0 0.0 0.098
C 0.3343 -3.5818 -1.6264 0.2 0.0 -0.1 -0.051
H -2.5025 0.0826 4.0069 0.0 0.1 0.1 0.109
H -8.1133 2.5107 -0.8741 0.0 0.0 0.0 0.084
O 9.6804 -0.9556 1.7922 0.2 0.5 0.3 0.092
H -5.7716 3.1386 -2.7641 0.0 0.0 0.0 0.097
H -8.2998 2.7979 -2.5961 0.0 0.1 0.0 0.069
H 3.5040 -2.4968 -1.6980 0.1 0.0 0.0 0.087
H -2.7547 1.3123 -3.0321 0.1 -0.2 -0.2 0.139
C 8.8379 1.0815 0.9258 0.4 0.3 -0.1 0.020
C -1.9047 0.9345 0.7707 -0.3 -0.5 0.2 -0.082
C -1.7096 2.1731 -1.4121 -0.2 0.4 -0.7 -0.124
H -4.5989 -2.7102 1.1622 0.3 -0.3 0.2 0.112
C -5.2240 -1.6383 -0.5616 0.2 -0.8 0.0 -0.015
C 9.4139 0.1969 2.0057 -0.2 0.0 -0.2 -0.503
O 1.0266 7.4482 -3.2435 0.0 0.0 0.1 0.106
H -4.9222 -1.5832 -1.5973 0.1 0.1 -0.1 0.050
C -1.2033 1.9684 -0.0369 -0.3 -0.3 0.3 -0.301
H 2.7367 4.7965 -4.0244 0.1 0.1 0.1 0.068
H -0.5878 -2.6638 0.0695 0.1 0.0 0.1 0.115
H -6.1427 -5.6008 4.1523 0.1 0.1 0.1 0.094
C -2.3625 1.1909 -2.0319 0.0 0.1 0.7 0.090
C -6.9166 -4.8375 4.1378 0.0 -0.3 -0.3 0.019
H 4.4407 5.8627 -0.7777 0.0 0.0 0.1 0.084
H 7.7648 0.9034 0.8646 0.0 0.0 0.0 0.099
C 6.5081 -3.5868 -0.3207 -0.1 -0.3 0.0 -0.518
C -3.2858 -1.0691 0.8964 0.7 -0.2 0.4 -0.083
H -0.9373 3.2714 -3.0401 0.1 0.3 -0.2 0.131
O 7.8295 -3.3608 -0.2537 0.1 0.3 -0.1 0.006
C 2.4683 5.8333 -4.2122 -0.2 -0.4 0.0 0.011
H 9.6012 -4.8210 2.2256 0.0 0.0 0.0 0.081
H -7.7452 4.1092 -1.5476 0.0 0.0 0.0 0.083
H -9.2926 -3.4381 4.3843 0.0 -0.1 0.0 0.068
H 1.2431 -3.5175 -2.2263 0.0 0.1 0.0 0.070
O 5.9396 -3.3790 -1.3647 0.1 0.0 0.0 0.083
C 3.0210 -1.7128 -1.1154 -0.3 0.4 0.0 0.018
C -3.2251 -0.9667 2.2910 0.1 0.1 -0.1 0.012
H 2.1886 -1.2971 -1.6790 0.0 -0.1 0.0 0.068
H -8.8141 -2.6987 1.4524 0.1 0.0 0.0 0.123
C -6.8585 1.3344 -4.4491 0.3 0.3 -0.1 0.020
H -10.5486 -3.1509 3.1735 0.0 0.0 0.0 0.083
H 0.2930 -4.5881 -1.2097 -0.1 0.0 0.0 0.086
H 4.7743 -3.7326 0.8751 0.4 -0.4 -0.1 0.051
H 5.7267 -5.2406 0.7613 0.0 0.0 0.0 0.098
O -6.0099 -0.5950 -3.3598 0.0 0.2 0.0 0.108
O 9.5613 0.6772 3.2528 0.2 -0.1 0.1 0.007
C 2.6330 -2.2804 0.2261 0.2 0.0 -0.2 -0.512
O -6.1219 1.1971 -2.0942 0.3 -0.1 0.2 -0.016
H 9.9200 2.6830 2.8202 0.0 0.0 0.0 0.113
H 2.3275 4.6003 -0.4946 -0.1 0.1 0.0 0.122
H -6.0847 -2.3050 -0.5241 -0.2 0.1 0.0 0.082
H 1.8103 5.8457 -5.0775 0.0 0.2 0.0 0.090
H 9.5741 -5.2437 0.5024 0.1 0.1 0.0 0.081
H -0.9139 4.1676 -1.4753 0.1 0.1 -0.1 0.117
H 9.2963 0.8035 -0.0199 -0.1 -0.2 0.0 0.094
H 8.1343 -5.4710 1.4802 0.0 0.0 0.1 0.065
H 0.3369 -1.5332 -0.8919 0.1 0.0 0.0 0.107
C 2.6683 4.8783 -1.4906 0.2 -0.1 0.0 -0.240
H 9.0190 2.1432 1.0746 -0.1 0.0 0.1 0.068
C -6.3827 -3.6417 3.3874 -0.1 0.0 0.3 -0.515
H -9.4703 -1.8389 3.6827 0.0 0.0 -0.1 0.084
H -8.6087 -4.3165 2.0812 0.0 0.0 0.1 0.115
H -5.6640 2.8501 -1.0409 0.0 -0.1 0.0 0.121
O -5.2295 -3.3105 3.4677 0.0 0.0 0.0 0.093
C 5.7823 -4.1568 0.8701 -0.2 0.3 0.2 0.016
H 4.6708 4.1508 -1.1800 0.0 0.0 0.0 0.081
C -2.5258 0.0540 2.9280 -0.2 -0.2 -0.6 -0.035
H 9.4430 -2.7973 0.8064 0.1 0.1 -0.2 0.091
H 7.5587 1.8407 4.5979 0.0 0.0 0.0 0.085
O -3.3562 3.9153 -3.5242 -0.4 -0.1 -0.4 0.060
O -7.2201 -2.8771 2.6661 0.1 0.1 -0.2 0.000
H 2.3575 4.0747 -2.1603 0.0 0.0 0.0 0.111
```
Positions in Å, forces in eV/Å.

Structure (SMILES) ... C[C@@H](F)c1cccc2c1C(=O)C=C(CC=O)C2=O.CCOC(C)=O.CCOC(C)=O.CCOC(C)=O.CCOC(C)=O.CCOC(C)=O.CCOC(C)=O
2S+1 ... 1
Energy relative to the best compared isomer or geometry (same formula, charge and spin) ... 0.000 eV
Energy ... -73792.4263 eV
HOMO ... -9.5 eV
Net charge ... 0

---

| no. | gap between HOMO and LUMO (eV) |
| --- | --- |
| 1 | 6.8 |
| 2 | 8.5 |